[1]
Formula: C5H13NO2
Source: the OMol25 dataset
Level of theory: ωB97M-V with the def2-TZVPD basis set

Geometry as XYZ:
```
21
C5H13NO2 ωB97M-V with the def2-TZVPD basis set
C -1.398 -1.056 -0.891
C -2.155 -2.279 -0.356
C -0.346 -0.689 0.138
N -0.042 0.656 0.390
C 0.617 1.120 1.619
C -0.673 1.699 -0.423
O 0.285 -1.530 0.740
H -1.010 -1.139 -1.914
H -2.187 -0.333 -1.123
H -1.532 -3.174 -0.375
H -3.017 -2.590 -0.946
H -2.523 -2.053 0.642
H 0.033 1.926 2.053
H 1.641 1.383 1.341
H 0.686 0.287 2.314
H -0.343 2.706 -0.158
H -1.759 1.815 -0.425
H -0.288 1.482 -1.420
H 2.372 1.266 -0.546
H 3.870 1.238 -0.489
O 3.131 1.626 -1.021
```

Output
- Spin multiplicity: 2
- Net charge: +1
- Calculated total energy: -10971.56962 eV
- HOMO-LUMO gap (alpha / beta): 11.57 / 6.53 eV
- HOMO energy (alpha / beta): -15.190 / -15.186 eV

These are the Löwdin partial charges, in e, on atoms 1 to 8: atom 1 (C): -0.147, atom 2 (C): -0.070, atom 3 (C): -0.365, atom 4 (N): 0.016, atom 5 (C): 0.058, atom 6 (C): 0.024, atom 7 (O): 0.215, atom 8 (H): 0.143

=====

[2]
Formula: C4H7KO2
Source: the OMol25 dataset
Level of theory: ωB97M-V with the def2-TZVPD basis set

Geometry as XYZ:
```
14
C4H7KO2 ωB97M-V with the def2-TZVPD basis set
H -1.468 -1.129 -1.252
O -2.524 0.351 -2.261
C -2.458 -0.578 -1.493
H -3.348 -0.935 -0.933
C -0.351 0.824 0.681
C 0.486 -0.238 0.621
C 1.833 -0.230 -0.076
H -1.230 0.816 1.331
H -0.127 1.730 0.108
H 0.281 -1.109 1.258
H 1.818 0.604 -0.820
H 1.895 -1.162 -0.689
O 2.859 -0.126 0.839
K 2.332 1.182 2.685
```

Output
- Net charge: 0
- Calculated total energy: -24679.06161 eV
- HOMO-LUMO gap: 6.67 eV
- HOMO energy: -7.276 eV

These are the Löwdin partial charges, in e, on atoms 1 to 8: atom 1 (H): 0.089, atom 2 (O): -0.021, atom 3 (C): -0.163, atom 4 (H): 0.077, atom 5 (C): -0.063, atom 6 (C): -0.230, atom 7 (C): -0.495, atom 8 (H): 0.050

=====

[3]
Formula: C23H23N3O3
Source: the OMol25 dataset
Level of theory: ωB97M-V with the def2-TZVPD basis set

Geometry as XYZ:
```
52
C23H23N3O3 ωB97M-V with the def2-TZVPD basis set
C 0.544 -4.103 3.116
C -0.406 -3.136 2.498
C 0.027 -2.106 1.656
C -0.884 -1.178 1.150
C -2.243 -1.216 1.523
C -3.222 -0.093 1.024
C -2.441 1.175 0.737
C -2.629 1.994 -0.394
C -3.567 1.883 -1.529
N -1.900 3.130 -0.242
C -1.143 3.060 0.910
C -0.147 3.933 1.322
C 0.647 3.512 2.405
C 0.412 2.278 3.035
C -0.649 1.442 2.657
C -1.420 1.810 1.542
C -4.469 0.175 1.828
C -5.288 1.392 1.371
O -4.849 2.535 1.374
N -6.630 1.256 0.988
C -7.310 2.488 0.632
C -7.475 0.176 1.317
O -8.697 0.180 1.203
N -6.760 -0.932 1.804
C -7.549 -2.037 2.320
C -5.417 -0.965 2.121
O -5.149 -1.966 2.829
C -2.656 -2.363 2.196
C -1.769 -3.272 2.745
H -0.022 -4.888 3.623
H 1.187 -4.558 2.358
H 1.194 -3.626 3.855
H 1.089 -2.008 1.415
H -0.511 -0.395 0.483
H -3.524 -0.416 0.013
H -3.778 0.832 -1.764
H -4.514 2.402 -1.286
H -3.148 2.366 -2.431
H -1.963 3.928 -0.868
H -0.018 4.859 0.776
H 1.452 4.158 2.750
H 1.078 1.960 3.843
H -0.855 0.500 3.175
H -4.113 0.492 2.830
H -8.360 2.243 0.471
H -7.191 3.216 1.440
H -6.854 2.879 -0.280
H -8.575 -1.828 2.030
H -7.198 -2.970 1.875
H -7.442 -2.086 3.409
H -3.715 -2.555 2.372
H -2.152 -4.085 3.366
```

Output
- Net charge: 0
- Calculated total energy: -34837.85541 eV
- HOMO-LUMO gap: 7.79 eV
- HOMO energy: -7.591 eV
- Structure (SMILES): Cc1ccc([C@H](c2c(C)[nH]c3ccccc23)C2C(=O)N(C)C(=O)N(C)C2=O)cc1

These are the Löwdin partial charges, in e, on atoms 1 to 8: atom 1 (C): -0.063, atom 2 (C): -0.293, atom 3 (C): -0.038, atom 4 (C): -0.051, atom 5 (C): -0.137, atom 6 (C): -0.144, atom 7 (C): -0.120, atom 8 (C): -0.262

=====

[4]
Formula: C3H12O3
Source: the OMol25 dataset
Level of theory: ωB97M-V with the def2-TZVPD basis set

Geometry as XYZ:
```
18
C3H12O3 ωB97M-V with the def2-TZVPD basis set
C -0.371 1.999 0.904
C -0.423 0.785 0.014
C 0.960 0.509 -0.676
O 1.743 -0.368 0.147
H -0.966 1.922 1.822
H 0.656 2.309 1.151
H -0.714 2.822 0.257
H -1.067 1.066 -0.821
H -0.746 -0.162 0.469
H 1.525 1.455 -0.700
H 0.902 0.061 -1.663
H 1.119 -0.912 0.644
O 2.383 -2.839 1.718
H 2.938 -3.338 1.124
H 2.889 -2.030 1.742
O -3.504 -1.169 -1.700
H -4.165 -0.523 -1.948
H -3.157 -1.588 -2.485
```

Output
- Net charge: 0
- Calculated total energy: -9447.40362 eV
- HOMO-LUMO gap: 10.91 eV
- HOMO energy: -10.112 eV
- Structure (SMILES): CCCO.O.O

These are the Löwdin partial charges, in e, on atoms 1 to 8: atom 1 (C): -0.120, atom 2 (C): -0.238, atom 3 (C): -0.246, atom 4 (O): -0.106, atom 5 (H): 0.074, atom 6 (H): 0.074, atom 7 (H): 0.075, atom 8 (H): 0.095

=====

[5]
Formula: C3H3LiMgO4
Source: the OMol25 dataset
Level of theory: ωB97M-V with the def2-TZVPD basis set

Geometry as XYZ:
```
12
C3H3LiMgO4 ωB97M-V with the def2-TZVPD basis set
C -1.400 0.797 0.525
C -0.640 0.631 -0.760
O 0.673 0.181 -0.543
C 0.863 -1.162 -0.213
O 1.252 -1.476 0.930
O 1.418 -1.707 -1.167
O -0.940 0.522 1.614
H -2.348 1.361 0.433
H -0.527 1.614 -1.238
H -1.218 -0.063 -1.392
Mg 2.910 0.382 -0.453
Li -0.044 -1.080 2.264
```

Output
- Spin multiplicity: 2
- Net charge: +1
- Calculated total energy: -16992.56251 eV
- HOMO-LUMO gap (alpha / beta): 7.74 / 8.36 eV
- HOMO energy (alpha / beta): -11.597 / -13.508 eV

These are the Löwdin partial charges, in e, on atoms 1 to 8: atom 1 (C): -0.149, atom 2 (C): -0.113, atom 3 (O): -0.215, atom 4 (C): -0.830, atom 5 (O): -0.096, atom 6 (O): 0.036, atom 7 (O): 0.001, atom 8 (H): 0.155

=====

[6]
Formula: C3H12NO
Source: the OMol25 dataset
Level of theory: ωB97M-V with the def2-TZVPD basis set

Geometry as XYZ:
```
17
C3H12NO ωB97M-V with the def2-TZVPD basis set
C -0.435 0.111 -2.072
C -0.514 -0.137 -0.589
C -0.038 -1.497 -0.137
N 0.321 0.940 0.090
H -0.901 1.054 -2.340
H 0.592 0.196 -2.431
H -0.899 -0.653 -2.707
H -1.512 0.050 -0.207
H 1.006 -1.707 -0.392
H -0.606 -2.243 -0.679
H -0.184 -1.699 0.927
H 0.065 1.860 -0.273
H 0.177 0.940 1.118
H 1.317 0.791 -0.071
H 1.047 1.258 3.272
H 0.121 0.114 3.622
O 0.441 0.623 2.869
```

Output
- Net charge: +1
- Calculated total energy: -6837.41448 eV
- HOMO-LUMO gap: 13.26 eV
- HOMO energy: -16.496 eV

These are the Löwdin partial charges, in e, on atoms 1 to 8: atom 1 (C): -0.048, atom 2 (C): -0.389, atom 3 (C): -0.041, atom 4 (N): 0.199, atom 5 (H): 0.087, atom 6 (H): 0.095, atom 7 (H): 0.106, atom 8 (H): 0.151

=====

[7]
Formula: C22H38MoN3O6P3S2
Source: the OMol25 dataset
Level of theory: ωB97M-V with the def2-TZVPD basis set

Geometry as XYZ:
```
75
C22H38MoN3O6P3S2 ωB97M-V with the def2-TZVPD basis set
Mo 12.992 9.439 7.985
C 11.280 7.784 10.947
P 12.749 8.800 10.507
C 14.157 7.640 10.818
N 14.193 6.482 11.442
C 15.469 5.952 11.782
C 15.617 4.792 12.565
C 16.919 4.267 12.800
C 18.025 4.860 12.342
C 17.917 6.045 11.650
C 16.624 6.602 11.386
N 16.600 7.718 10.572
C 15.394 8.198 10.305
P 15.462 9.079 8.716
C 16.277 10.631 8.762
C 16.493 8.245 7.579
C 18.071 8.253 7.904
C 16.148 6.689 7.699
C 16.270 8.745 6.144
C 12.998 10.119 11.908
C 13.573 11.448 11.349
C 13.813 9.521 13.132
C 11.539 10.384 12.331
H 11.133 7.653 12.032
H 11.463 6.788 10.595
H 10.411 8.150 10.424
H 14.792 4.335 13.138
H 16.943 3.445 13.448
H 18.983 4.411 12.493
H 18.720 6.589 11.204
H 17.283 10.399 8.505
H 16.287 10.999 9.781
H 15.906 11.431 8.156
H 18.140 7.573 8.758
H 18.541 9.243 8.193
H 18.675 7.725 7.116
H 16.428 6.202 8.648
H 16.968 6.199 7.002
H 15.154 6.421 7.080
H 17.150 8.920 5.703
H 15.697 9.686 6.195
H 15.737 8.185 5.357
H 14.457 11.288 10.737
H 13.887 12.131 12.102
H 12.786 11.961 10.785
H 14.873 9.554 12.946
H 13.485 8.503 13.325
H 13.593 10.152 13.952
H 11.008 10.615 11.362
H 11.324 11.259 12.947
H 11.064 9.479 12.738
C 7.054 10.950 4.576
C 8.443 11.003 5.124
O 8.551 10.258 6.394
P 9.925 9.563 6.753
S 10.971 8.964 5.333
S 10.819 10.734 8.198
O 9.490 8.433 7.628
C 9.174 7.076 7.100
C 8.788 6.081 8.074
H 6.938 11.332 3.525
H 6.336 11.413 5.220
H 6.854 9.920 4.358
H 8.721 12.038 5.404
H 9.174 10.811 4.332
H 9.895 6.829 6.308
H 8.258 7.307 6.533
H 9.482 5.588 8.755
H 8.568 5.277 7.320
H 7.903 6.358 8.632
O 14.059 12.762 6.143
N 13.746 11.768 6.681
O 14.032 11.562 7.902
O 13.209 10.731 6.200
O 12.605 7.957 7.512
```

Output
- Spin multiplicity: 2
- Net charge: +1
- Calculated total energy: -91569.35532 eV
- HOMO-LUMO gap (alpha / beta): 6.87 / 6.27 eV
- HOMO energy (alpha / beta): -11.097 / -11.055 eV

These are the Löwdin partial charges, in e, on atoms 1 to 8: atom 1 (Mo): 1.210, atom 2 (C): -0.214, atom 3 (P): 0.990, atom 4 (C): -0.409, atom 5 (N): 0.175, atom 6 (C): -0.186, atom 7 (C): 0.029, atom 8 (C): -0.057

=====

[8]
Formula: CH2INO
Source: the OMol25 dataset
Level of theory: ωB97M-V with the def2-TZVPD basis set

Geometry as XYZ:
```
6
CH2INO ωB97M-V with the def2-TZVPD basis set
O 0.340 -1.956 0.263
N 0.506 -0.834 0.649
C -0.138 0.258 -0.154
I 0.348 2.288 0.333
H -1.230 0.178 0.020
H 0.174 0.066 -1.112
```

Output
- Net charge: 0
- Calculated total energy: -12704.62664 eV
- HOMO-LUMO gap: 9.05 eV
- HOMO energy: -9.472 eV
- Structure (SMILES): O=NCI

Charges obtained by Löwdin population analysis, quoted in units of e: atom 1 (O): 0.004, atom 2 (N): -0.127, atom 3 (C): -0.661, atom 4 (I): 0.726, atom 5 (H): 0.057, atom 6 (H): 0.002

=====

[9]
Formula: C4H11NS
Source: the OMol25 dataset
Level of theory: ωB97M-V with the def2-TZVPD basis set

Geometry as XYZ:
```
17
C4H11NS ωB97M-V with the def2-TZVPD basis set
C -1.614 0.366 -1.495
C -1.756 -0.858 -0.557
C -1.505 -0.566 0.894
S 0.326 0.464 1.069
C 1.429 -0.011 -0.616
N 2.827 0.062 -0.161
H -2.525 0.981 -1.624
H -1.353 0.121 -2.519
H -0.804 0.901 -1.004
H -2.748 -1.308 -0.745
H -0.976 -1.566 -0.858
H -1.399 -1.434 1.537
H -2.121 0.166 1.420
H 1.319 0.607 -1.520
H 1.178 -1.062 -0.788
H 2.716 -0.456 0.717
H 2.988 1.000 0.207
```

Output
- Net charge: 0
- Calculated total energy: -16650.19382 eV
- HOMO-LUMO gap: 9.53 eV
- HOMO energy: -8.646 eV
- Structure (SMILES): CCCSCN

These are the Löwdin partial charges, in e, on atoms 1 to 8: atom 1 (C): -0.135, atom 2 (C): -0.334, atom 3 (C): -0.331, atom 4 (S): 0.664, atom 5 (C): -0.440, atom 6 (N): -0.082, atom 7 (H): 0.079, atom 8 (H): 0.068